Entry 1:
ORCA calculation (ωB97M-V/def2-TZVPD) on one molecule with the formula C3H8N2.

Element x y z (Å)
N: -1.207 -0.586 1.172
N: 1.181 0.479 -1.483
C: -0.203 0.312 0.585
C: -0.241 0.701 -0.921
C: 0.192 -1.110 0.845
H: 1.947 1.022 -0.938
H: 0.209 -1.748 -0.053
H: 0.868 -1.388 1.675
H: -1.194 -0.311 2.176
H: 0.190 1.249 1.145
H: -0.665 1.760 -1.031
H: -0.899 -0.003 -1.425
H: 1.232 0.744 -2.425

Values from the calculation:
- HOMO-LUMO gap (eV) = 10.472
- DFT total energy (eV) = -6219.0231
- ΔE to the lowest compared entry with this formula, charge and spin (kcal/mol) = 65.1
- structure (SMILES) = NC[C@@H]1CN1
- spin multiplicity = 1



Entry 2:
ORCA calculation (ωB97M-V/def2-TZVPD) on a 2-piece molecular cluster, C3H8N2 overall.

Element x y z (Å)
N: -3.487 0.064 -0.204
N: -2.268 -0.222 0.142
C: 1.967 0.871 -0.098
C: 2.458 -0.416 0.482
C: 1.361 -0.435 -0.544
H: 1.382 1.560 0.521
H: 3.459 -0.748 0.249
H: 2.599 1.374 -0.807
H: -2.262 0.283 1.015
H: 2.176 -0.579 1.531
H: 0.407 -0.704 -0.163
H: -3.776 0.597 0.592
H: 1.582 -0.789 -1.548

Values from the calculation:
- HOMO-LUMO gap (eV) = 10.769
- DFT total energy (eV) = -6217.4816
- ΔE to the lowest compared entry with this formula, charge and spin (kcal/mol) = 100.7
- structure (SMILES) = [H]/N=N\[H].C1CC1
- spin multiplicity = 1



Entry 3:
ORCA calculation (ωB97M-V/def2-TZVPD) on one molecule with the formula C3H8N2.

Element x y z (Å)
N: -0.655 0.231 0.611
N: 0.070 1.244 -0.379
C: 1.336 0.608 -0.306
C: 1.133 -0.824 0.354
C: -1.700 -0.473 -0.062
H: -1.907 -1.216 0.726
H: -0.083 2.098 0.103
H: 1.041 -1.703 -0.194
H: 2.253 1.015 0.146
H: -2.573 0.173 -0.045
H: 1.502 0.544 -1.382
H: 1.103 -0.810 1.461
H: -1.521 -0.889 -1.033

Values from the calculation:
- HOMO-LUMO gap (spin up / spin down) (eV) = 8.902 / 8.902
- DFT total energy (eV) = -6215.6221
- ΔE to the lowest compared entry with this formula, charge and spin (kcal/mol) = 143.5
- spin multiplicity = 1



Entry 4:
ORCA calculation (ωB97M-V/def2-TZVPD) on a 2-piece molecular cluster, C3H8N2 overall.

Element x y z (Å)
N: 2.109 -1.770 0.945
N: -1.413 1.633 -1.287
C: -0.180 1.869 -1.456
C: -1.802 0.980 -0.015
C: 1.190 -2.455 1.467
H: -2.879 0.952 -0.088
H: -1.417 -0.046 0.098
H: -0.002 2.628 -2.215
H: 0.608 1.358 -0.899
H: -1.291 1.469 0.811
H: 1.376 -3.056 2.363
H: 0.216 -2.584 1.000
H: 3.009 -2.007 1.359

Values from the calculation:
- HOMO-LUMO gap (eV) = 10.406
- DFT total energy (eV) = -6218.4952
- ΔE to the lowest compared entry with this formula, charge and spin (kcal/mol) = 77.3
- structure (SMILES) = C=NC.C=N
- spin multiplicity = 1



Entry 5:
ORCA calculation (ωB97M-V/def2-TZVPD) on one molecule with the formula C3H8N2.

Element x y z (Å)
N: -0.929 -0.558 0.120
N: 0.612 -1.906 -0.045
C: 1.458 0.441 -0.123
C: -1.605 0.677 -0.108
C: 0.441 -0.583 0.382
H: 2.463 0.068 0.065
H: -1.170 1.527 0.438
H: 1.337 0.577 -1.198
H: -2.673 0.563 0.079
H: -0.187 -2.489 -0.303
H: 1.336 1.401 0.378
H: 0.468 -0.633 1.500
H: -1.549 0.914 -1.184

Values from the calculation:
- HOMO-LUMO gap (spin up / spin down) (eV) = 9.011 / 8.410
- DFT total energy (eV) = -6216.1946
- ΔE to the lowest compared entry with this formula, charge and spin (kcal/mol) = 130.3
- spin multiplicity = 1



Entry 6:
ORCA calculation (ωB97M-V/def2-TZVPD) on one molecule with the formula C3H8N2.

Element x y z (Å)
N: -0.816 0.327 -0.208
N: -0.251 -0.864 0.145
C: -0.004 1.029 -1.206
C: -0.629 -1.706 1.198
C: 0.932 1.969 -0.503
H: -1.254 -1.129 1.859
H: -1.098 -2.559 0.802
H: 0.681 2.681 0.272
H: 0.152 -1.993 1.899
H: 2.009 1.660 -0.258
H: 0.612 0.270 -1.666
H: 0.391 -1.233 -0.533
H: -0.726 1.547 -1.802

Values from the calculation:
- HOMO-LUMO gap (spin up / spin down) (eV) = 8.174 / 9.700
- DFT total energy (eV) = -6216.2061
- ΔE to the lowest compared entry with this formula, charge and spin (kcal/mol) = 0.0
- spin multiplicity = 3



Entry 7:
ORCA calculation (ωB97M-V/def2-TZVPD) on a 2-piece molecular cluster, C3H8N2 overall.

Element x y z (Å)
N: 0.353 1.498 -2.494
N: 0.277 -0.038 1.156
C: -0.512 -1.072 1.395
C: -0.669 -2.097 0.483
C: 0.262 1.710 -1.257
H: -1.313 -0.855 2.095
H: 1.288 1.694 -2.850
H: -1.514 -2.772 0.535
H: 0.403 0.531 1.993
H: 1.227 -0.222 0.840
H: -0.723 1.630 -0.805
H: -0.151 -2.094 -0.472
H: 1.072 2.086 -0.618

Values from the calculation:
- HOMO-LUMO gap (spin up / spin down) (eV) = 8.716 / 5.280
- DFT total energy (eV) = -6210.6761
- ΔE to the lowest compared entry with this formula, charge and spin (kcal/mol) = 63.0
- net charge = +1
- spin multiplicity = 2



Entry 8:
ORCA calculation (ωB97M-V/def2-TZVPD) on one molecule with the formula C3H8N2O.

Element x y z (Å)
O: 1.225 -0.709 -1.336
N: -0.676 0.480 0.919
N: -0.597 0.929 -0.451
C: 1.227 -0.883 0.217
C: 0.728 0.255 1.188
C: -1.636 0.690 -1.293
H: 1.089 0.042 2.106
H: 2.243 -1.177 0.678
H: -1.922 1.514 -2.221
H: -1.292 -0.566 1.025
H: 0.491 -0.242 -1.513
H: -2.608 0.118 -0.905
H: 0.683 -1.886 0.522
H: 1.046 1.435 1.063

Values from the calculation:
- HOMO-LUMO gap (eV) = 9.729
- DFT total energy (eV) = -8262.8577
- ΔE to the lowest compared entry with this formula, charge and spin (kcal/mol) = 149.2
- structure (SMILES) = C=NNCCO
- spin multiplicity = 1